DFT (the ωB97M-V functional and the def2-TZVPD basis) results for a 2-piece molecular cluster, C4H8ClN overall in a non-equilibrium geometry.

Last column: Löwdin charge in e.
Geometry (Å):
Cl: 0.6817 -1.1432 3.1797  0.520
N: -1.7160 -0.4761 1.8870  0.057
C: 1.2533 -0.7375 -0.3532  -0.134
C: -0.5219 -0.6042 1.9807  -0.679
C: 0.4874 0.3801 0.1971  -0.243
C: -0.7870 0.8877 -0.4700  -0.126
H: 0.9647 1.1092 0.6931  0.053
H: -2.3966 -0.6610 2.6191  0.068
H: -1.2532 1.6095 0.0204  -0.003
H: 0.4756 -1.2830 -0.8353  0.060
H: -0.4694 1.3900 -1.5379  0.134
H: 1.9626 -0.2535 -1.0666  0.095
H: -1.5544 0.0466 -0.7104  0.104
H: 1.7132 -1.4504 0.4402  0.094

Properties
- ΔE to the lowest compared entry with this formula, charge and spin: 3.121 eV

***

DFT (the ωB97M-V functional and the def2-TZVPD basis) results for one molecule with the formula CH4IP in a non-equilibrium geometry.

Last column: Löwdin charge in e.
Geometry (Å):
I: 2.5019 0.0155 0.0486  0.438
P: -0.6908 -1.0832 -0.0844  0.665
C: 0.1887 0.4948 -0.4151  -0.793
H: -0.0723 1.2396 0.3477  -0.013
H: -0.1439 -1.0953 1.1362  -0.167
H: 0.0310 0.9146 -1.4371  0.007
H: -1.8145 -0.4859 0.4041  -0.137

Properties
- ΔE to the lowest compared entry with this formula, charge and spin: 1.558 eV
- SMILES: PCI

***

DFT (the ωB97M-V functional and the def2-TZVPD basis) results for one molecule with the formula C4H7NO2 in a non-equilibrium geometry.

Last column: Löwdin charge in e.
Geometry (Å):
O: -0.9591 -1.1560 -0.9779  0.080
O: 2.4096 -0.7813 1.0116  0.072
N: 0.1193 -0.3957 0.9837  0.118
C: 1.3270 -0.2070 0.4468  -0.515
C: -1.9300 0.6777 0.1332  0.006
C: -0.7393 -0.2051 -0.0442  -0.414
C: 1.4003 0.5303 -0.7355  0.027
H: -1.6605 1.5652 0.7001  0.088
H: -2.6820 0.1236 0.7028  0.100
H: 2.1133 -1.2911 1.7786  0.113
H: 2.2726 0.4646 -1.3724  0.048
H: -0.1947 -1.7506 -1.0087  0.131
H: 0.8819 1.4752 -0.7886  0.054
H: -2.3585 0.9503 -0.8293  0.091

Properties
- ΔE to the lowest compared entry with this formula, charge and spin: 3.011 eV
- SMILES: C=C(O)/N=C(/C)O

***

DFT (the ωB97M-V functional and the def2-TZVPD basis) results for a 5-piece molecular cluster, C21H36NO17PS2 overall.

Last column: Löwdin charge in e.
Geometry (Å):
S: 0.4674 -4.0071 1.2423  0.188
S: -0.5912 -0.3780 0.7570  0.593
P: 0.7510 -3.1057 2.9280  0.417
O: -3.1087 5.5284 1.1703  0.085
O: -0.8176 -1.2690 -0.3202  -0.240
O: 2.8286 1.9514 -3.9747  0.080
O: -3.4915 7.7180 1.5460  0.165
O: -4.7808 6.5429 0.1183  0.058
O: 4.9567 2.3439 -4.4659  0.061
O: -2.5547 -0.4606 6.5221  0.082
O: 4.3493 2.0448 -2.3151  0.156
O: -0.4917 -0.9546 5.7682  0.135
O: -1.2760 0.8613 0.8319  -0.204
O: 0.0018 -2.1299 -7.1834  0.160
O: -0.6858 -3.2060 -5.3220  0.088
O: -0.7469 -1.0855 2.1749  -0.209
O: 0.9771 -0.1887 0.8274  -0.118
O: 0.6031 -1.4081 -5.1372  0.036
O: 1.4244 0.9384 2.6843  0.059
O: -2.2424 -2.2725 5.2856  0.068
N: 5.8730 -1.0292 1.7200  -0.013
C: -4.5048 -2.9470 4.7206  -0.016
C: -3.7631 6.6982 1.0026  -0.568
C: 2.9780 -0.8183 2.0554  -0.105
C: 5.0341 -1.2538 0.5476  -0.259
C: -4.6469 5.2579 -0.4935  -0.097
C: 4.0702 2.1088 -3.4688  -0.569
C: -1.3949 -3.5576 -3.0073  -0.017
C: -1.6566 -1.2042 5.8579  -0.561
C: 2.8390 2.3186 -5.3715  -0.320
C: -0.0288 -2.2415 -6.0003  -0.567
C: -3.8705 4.4736 0.5498  -0.325
C: 0.1377 -1.6961 -3.8145  -0.086
C: 3.5211 -0.9314 0.6299  -0.157
C: -3.8656 -0.9326 6.1745  -0.075
C: -3.6000 -2.3751 5.7762  -0.313
C: -0.2888 -3.1459 -3.9336  -0.318
C: 4.3012 2.0918 -5.7136  -0.090
C: 1.5191 -0.3489 2.1194  -0.521
C: 0.4925 -1.2609 2.8641  -0.392
C: 1.8500 1.4824 -6.1337  -0.018
C: -2.9690 3.3893 0.0280  -0.026
H: -4.4155 -2.3752 3.7965  0.095
H: 5.8214 -0.0733 2.0500  0.066
H: -1.6178 -4.6198 -3.0963  0.088
H: 4.6943 2.7635 -6.4713  0.137
H: -4.2509 -3.9844 4.5107  0.090
H: 1.9957 -3.2704 3.5472  -0.014
H: 4.4856 1.0536 -6.0011  0.139
H: -4.5538 4.0840 1.3108  0.156
H: -1.0744 -3.3505 -1.9846  0.073
H: 2.9684 -1.7297 0.1303  0.106
H: -4.0733 5.3650 -1.4180  0.138
H: 3.5596 -0.0917 2.6222  0.119
H: -4.5268 -0.8155 7.0275  0.140
H: 1.9374 1.6604 -7.2061  0.096
H: 5.4637 -0.6632 -0.2625  0.106
H: 0.8303 1.7133 -5.8295  0.091
H: -2.4607 2.8721 0.8391  0.063
H: -0.7042 -1.0406 -3.5802  0.141
H: 5.1549 -2.3008 0.2667  0.107
H: -3.5680 -3.0126 6.6636  0.159
H: 0.4118 -0.9117 3.8935  0.100
H: -2.3069 -2.9966 -3.2130  0.096
H: 3.2940 -0.0192 0.0792  0.114
H: -4.2307 -0.3428 5.3308  0.142
H: -0.1552 -3.4688 3.9312  -0.016
H: 1.7476 0.9122 3.5987  0.125
H: -2.2112 3.8153 -0.6307  0.098
H: 0.9423 -1.5280 -3.1042  0.140
H: 3.0899 -1.7768 2.5622  0.085
H: 0.5815 -3.7982 -3.8187  0.160
H: -3.5546 2.6584 -0.5314  0.095
H: 2.0267 0.4275 -5.9309  0.077
H: 5.6206 -1.6373 2.4885  0.059
H: -5.6336 4.8591 -0.7123  0.135
H: 2.6005 3.3847 -5.4259  0.157
H: -5.5391 -2.9081 5.0647  0.094

Properties
- SMILES: NCCC[C@@]1(O)OS(=O)(=O)O[C@H]1[PH2]=S.C[C@@H]1COC(=O)O1.C[C@@H]1COC(=O)O1.C[C@@H]1COC(=O)O1.C[C@@H]1COC(=O)O1

***

For reference, electronic energy by record: -672.02205, -679.49368, -361.77020, -3293.40859 a.u..